14
Properties=species:S:1:pos:R:3:lowdin_charge:R:1 method="wB97M-V/def2-TZVPD" e_lumo_ev=2.8 mol_weight_g_mol=373.74 total_charge=-1 homo_energy_ev=-6.2 de_lowest_kcal_mol=5.3 homo_lumo_gap_ev=8.97
C 0.78864 0.67255 1.00534 -1.16
C 0.92180 -0.41384 2.11834 -1.14
C 0.14022 0.11768 -0.17159 -0.25
O -0.23595 -0.03391 5.08926 -0.27
O 1.27748 -2.01417 4.70155 -0.28
O -0.13635 -1.04666 2.61943 -0.13
O 1.54730 0.11752 3.14030 -0.22
P 0.55983 -0.85526 4.21161 0.32
Br -0.24421 2.22286 1.85212 0.64
Br 2.59112 1.26416 0.64298 0.70
Br 2.14929 -1.85581 1.23814 0.58
H 0.13961 0.79895 -1.01154 0.06
H -1.01875 -0.04003 -0.02459 0.14
H 0.78987 -0.66822 -0.54435 0.02

10
Properties=species:S:1:pos:R:3:lowdin_charge:R:1 method="wB97M-V/def2-TZVPD" e_lumo_ev=0.5 mol_weight_g_mol=205.87 smiles="C[C@@](Cl)(Br)C(=O)Cl" homo_energy_ev=-9.9 de_lowest_kcal_mol=24.3 homo_lumo_gap_ev=10.39
C 1.14874 0.38014 -0.17417 -0.19
C -0.24097 0.49318 0.20846 -1.15
Cl -0.59738 0.99293 1.86665 0.61
Br -1.34005 1.60435 -1.04147 0.60
C -0.93238 -1.25085 0.13485 -0.93
O -0.47871 -2.06046 0.81579 0.08
Cl -2.05410 -1.36370 -1.05138 0.76
H 1.48128 -0.59639 0.12473 0.09
H 1.71727 1.16492 0.28250 0.08
H 1.29631 0.63589 -1.16596 0.05

11
Properties=species:S:1:pos:R:3:lowdin_charge:R:1 method="wB97M-V/def2-TZVPD" e_lumo_ev="-1.3 / -1.3" mol_weight_g_mol=233.45 smiles="S=P1=CC(Br)=CO1.Cl" homo_energy_ev="-8.2 / -8.2" de_lowest_kcal_mol=25.5 homo_lumo_gap_ev="6.93 / 6.93"
S 3.50823 1.02648 -0.24814 0.19
P 1.61671 1.33022 -0.32487 0.42
C 0.20197 0.32221 -0.87139 -0.26
C -0.72646 0.49621 0.11311 -0.85
Br -2.53105 -0.03210 -0.13995 0.72
C -0.33743 1.16050 1.23590 -0.22
O 0.92369 1.63625 1.15204 -0.28
H 0.06770 0.15462 -1.97701 0.10
H -0.96167 1.42915 2.10291 0.14
Cl -0.65865 -3.28152 -0.09879 0.21
H -1.10304 -4.24202 -0.94381 -0.18

8
Properties=species:S:1:pos:R:3:lowdin_charge:R:1 method="wB97M-V/def2-TZVPD" e_lumo_ev=-0.7 mol_weight_g_mol=134.96 smiles="C=C=C=O.Br" homo_energy_ev=-9.0 de_lowest_kcal_mol=42.9 homo_lumo_gap_ev=8.34
C 1.15659 0.68442 -0.27672 0.05
C 1.29097 -0.60924 -0.10205 -0.06
C 0.88673 -1.81906 -0.05769 -0.22
O 0.68122 -2.96039 0.15009 0.14
H 1.94303 1.35456 -0.26714 0.05
H 0.22283 0.99158 -0.49894 -0.03
Br -2.44887 0.94499 0.50085 0.40
H -3.73250 1.41314 0.55160 -0.33

9
Properties=species:S:1:pos:R:3:lowdin_charge:R:1 method="wB97M-V/def2-TZVPD" e_lumo_ev=0.6 mol_weight_g_mol=150.96 smiles="O=C[C@@]1(Br)CO1" homo_energy_ev=-10.2 de_lowest_kcal_mol=44.1 homo_lumo_gap_ev=10.79
O 1.69461 0.68990 -1.45589 0.06
C 1.25072 -0.04754 -0.62298 -0.24
C 0.13516 0.43876 0.24029 -0.88
Br -0.28019 2.25458 0.09027 0.87
C -0.94918 -0.54202 0.34717 -0.18
O -0.21054 -0.14532 1.40351 -0.01
H 1.35447 -1.04576 -0.34323 0.12
H -1.89725 0.02496 0.35449 0.11
H -1.09781 -1.62756 -0.01363 0.16

9
Properties=species:S:1:pos:R:3:lowdin_charge:R:1 method="wB97M-V/def2-TZVPD" e_lumo_ev="0.8 / -1.2" spin_multiplicity=3 mol_weight_g_mol=150.96 homo_energy_ev="-7.1 / -10.6" de_lowest_kcal_mol=48.4 homo_lumo_gap_ev="7.88 / 9.41"
C 0.69786 -0.77453 1.89030 -0.08
C -0.19909 0.06233 -1.55024 -0.16
C -0.38098 0.53663 -0.19020 -0.73
O 1.09131 -1.85195 1.68417 0.06
O -1.39753 -0.11439 -0.80029 -0.05
Br -0.55744 2.35894 0.32443 0.69
H 0.64990 -0.11837 2.75427 0.06
H -0.27849 0.74236 -2.39000 0.11
H 0.37447 -0.84103 -1.72242 0.11